This record from the Open Molecules 2025 dataset describes C21H37Cl20GaO4P as an isolated structure in a non-equilibrium geometry. The level of theory is ωB97M-V/def2-TZVPD.

XYZ file:
```
84
Properties=species:S:1:pos:R:3
C -5.990 2.823 -0.771
C -4.620 2.152 -1.447
O -4.509 0.702 -1.228
P -2.837 0.235 -0.892
O -2.751 -1.315 -1.326
C -1.540 1.262 -1.844
C -0.459 0.393 -2.715
C 1.034 0.492 -2.026
Ga 2.393 1.507 -3.251
C 3.709 2.579 -2.060
C 3.969 1.899 -0.566
C 5.114 0.723 -0.566
C 4.705 -0.640 -1.383
C 5.050 -2.001 -0.486
C 3.765 -2.567 0.363
C 2.817 -1.411 1.039
C 3.454 -0.854 2.480
O 3.016 0.522 2.773
C 2.021 0.572 3.856
O -2.670 0.254 0.841
C -1.270 0.383 1.271
C -1.011 1.963 1.627
H -6.162 3.830 -1.364
H -6.908 2.098 -0.777
H -5.672 3.158 0.329
H -3.724 2.785 -1.015
H -4.725 2.302 -2.625
H -2.094 1.979 -2.620
H -0.904 1.998 -1.159
H -0.422 0.866 -3.810
H -0.723 -0.737 -2.862
H 1.367 -0.629 -1.798
H 1.058 1.050 -0.996
H 1.654 2.431 -4.371
H 3.223 0.403 -4.087
H 3.174 3.621 -1.831
H 4.741 2.813 -2.572
H 4.404 2.787 0.102
H 2.955 1.588 -0.029
H 6.095 1.153 -1.043
H 5.316 0.441 0.576
H 3.541 -0.719 -1.626
H 5.283 -0.772 -2.413
H 6.001 -1.853 0.208
H 5.365 -2.859 -1.254
H 4.151 -3.251 1.260
H 3.098 -3.201 -0.365
H 2.495 -0.547 0.316
H 1.806 -1.960 1.359
H 4.615 -0.992 2.396
H 3.076 -1.638 3.295
H 2.122 1.639 4.382
H 2.159 -0.233 4.695
H 0.901 0.502 3.496
H -0.482 -0.104 0.557
H -1.186 -0.212 2.303
H -0.029 2.295 1.048
H -0.992 2.218 2.770
H -1.898 2.569 1.109
C 3.471 0.326 7.982
Cl 4.639 -0.491 9.051
Cl 2.747 1.709 8.841
Cl 4.309 0.908 6.521
Cl 2.190 -0.820 7.515
C -5.418 -0.458 3.506
Cl -6.652 -1.364 4.418
Cl -3.828 -1.232 3.727
Cl -5.841 -0.456 1.775
Cl -5.350 1.219 4.103
C -9.878 0.891 0.941
Cl -9.457 -0.677 0.206
Cl -9.872 2.155 -0.314
Cl -11.498 0.788 1.673
Cl -8.682 1.297 2.198
C -0.666 -4.065 -2.529
Cl -2.149 -4.558 -1.674
Cl 0.409 -3.198 -1.403
Cl 0.169 -5.511 -3.152
Cl -1.091 -2.994 -3.888
C 1.276 -3.592 -6.954
Cl 2.592 -3.349 -8.130
Cl 1.550 -2.555 -5.532
Cl -0.281 -3.165 -7.709
Cl 1.241 -5.300 -6.447
```

Computed properties:
- HOMO level (eV) = -5.00
- net charge = -1
- largest force on an atom (Eh/bohr) = 0.12802

Löwdin population analysis, charges in e, atoms 1 to 6:
1 C -0.105
2 C -0.311
3 O -0.301
4 P 0.799
5 O -0.421
6 C -0.234